(1)
Here is a structure of composition C5H19BCl2HgO6P in a non-equilibrium geometry from the OMol25 dataset. Energies are from ωB97M-V/def2-TZVPD.

Geometry as XYZ:
```
35
Properties=species:S:1:pos:R:3:lowdin_charge:R:1
Hg -0.8692 1.1629 1.1260 0.85
Cl -1.9967 2.1042 -1.0854 -0.34
Cl -0.2329 3.7105 2.3789 -0.46
B 0.5637 0.5309 3.1992 -0.52
H 0.8634 0.0214 4.1019 -0.06
H 0.2027 -0.2531 2.5517 -0.09
H -0.2824 1.1755 3.3803 -0.12
H 1.3962 1.0822 2.7903 -0.07
C 1.4234 -0.9332 -3.7763 -0.14
O 0.9320 -0.2291 -2.6746 -0.22
P 1.6757 -0.1840 -1.2380 0.51
O 0.8399 0.4328 -0.1906 -0.30
O 2.0905 -1.7168 -1.0033 -0.21
C 1.0968 -2.7127 -0.8821 -0.11
O 3.1736 0.4619 -1.5818 -0.23
C 3.2048 1.7564 -2.2632 -0.08
H 1.7626 -1.9523 -3.5907 0.08
H 2.0325 -0.4264 -4.5248 0.09
H 0.5489 -1.1155 -4.4009 0.09
H 0.3792 -2.3745 -0.1346 0.08
H 1.5583 -3.6679 -0.6316 0.10
H 0.4242 -2.9288 -1.7122 0.08
H 2.2750 2.0288 -2.7626 0.09
H 4.0989 1.7491 -2.8866 0.08
H 3.4245 2.4958 -1.4930 0.09
C -3.2193 0.2050 2.5504 -0.18
C -3.1974 -0.5341 1.1287 -0.21
O -1.8472 -0.9379 0.8064 -0.17
O -2.8516 1.6046 2.3604 -0.20
H -2.4438 -0.2222 3.1862 0.11
H -4.1627 0.1575 3.0942 0.11
H -3.5250 0.2033 0.3958 0.06
H -3.8511 -1.4059 1.1556 0.11
H -1.8808 -1.4060 -0.0310 0.09
H -3.6067 2.1177 2.6572 0.10
```

Charge: -1
Energy: -56963.0088 eV
Gap between HOMO and LUMO: 6.3 eV
Lowest unoccupied orbital energy: 2.30 eV
Largest force on an atom: 5.07 eV/A
HOMO energy: -4.0 eV
Energy above the lowest of the compared OMol25 structures with the same formula, charge and spin: 370.9 kJ/mol

***

(2)
Here is a structure of composition C5H19BCl3CoCrN5O22 in a non-equilibrium geometry from the OMol25 dataset. Energies are from ωB97M-V/def2-TZVPD.

Geometry as XYZ:
```
57
Properties=species:S:1:pos:R:3:lowdin_spin:R:1
Cr 0.0643 0.3351 -2.7670 4.38
Co -0.6446 1.3061 1.3632 2.82
Cl -4.1560 0.2960 1.0255 0.00
O -2.7306 0.3449 1.0388 0.02
O -4.6383 -0.9562 1.4948 0.00
O -4.6750 1.3775 1.7332 0.00
O -4.5805 0.5183 -0.3576 0.00
Cl -3.3160 -1.1704 -3.1981 0.00
O -2.9965 -1.8773 -4.4081 0.00
O -4.2856 -0.1215 -3.4268 0.00
O -3.6817 -2.0349 -2.1227 0.00
O -2.1278 -0.4106 -2.8157 0.04
Cl -1.7841 4.7294 0.4737 0.00
O -3.0477 4.7197 1.1432 0.00
O -1.3319 3.3449 0.2330 0.02
O -1.8833 5.5001 -0.6939 0.00
O -0.6906 5.2503 1.3099 0.00
B 0.2212 0.3820 -0.5365 0.12
H -0.0548 -0.1654 0.3515 0.02
H -0.7039 0.7194 -0.9776 0.02
H 0.6347 1.3175 -0.1928 0.03
H 0.9498 -0.0071 -1.2307 0.02
C -1.8861 -3.1699 0.5829 0.00
N -1.1028 -2.5542 1.7312 0.00
O -1.6890 -2.3331 2.7880 0.00
O 0.1274 -2.4360 1.5228 0.00
H -2.0768 -4.1889 0.9196 0.00
H -1.2257 -3.2535 -0.2802 0.00
H -2.7703 -2.5336 0.5449 0.00
C 1.0127 -4.1140 -3.2232 0.00
N 1.1967 -2.6293 -3.3709 0.02
O 0.4787 -1.8465 -2.7569 0.02
O 2.2009 -2.2673 -3.9484 0.03
H 0.0260 -4.4422 -3.5500 0.00
H 1.2575 -4.4057 -2.2019 0.00
H 1.7592 -4.5105 -3.9114 0.00
C 3.3259 2.2139 3.2322 0.00
N 2.4248 2.2772 2.0449 0.00
O 2.9024 2.7115 0.9993 0.00
O 1.2321 1.9373 2.0646 0.02
H 2.8486 1.6895 4.0600 0.00
H 3.5616 3.2522 3.4658 0.00
H 4.2713 1.7173 3.0143 0.00
C 3.8593 2.2046 -3.4626 0.01
N 3.3539 0.8869 -2.9883 0.15
O 2.1834 0.6186 -3.1842 -0.01
O 4.0954 0.0945 -2.4498 0.21
H 3.5777 2.2270 -4.5153 0.00
H 4.9431 2.2095 -3.5788 0.00
H 3.6797 3.0218 -2.7640 0.00
C 0.7047 -1.2287 4.8030 0.00
N -0.2679 -0.2735 4.1834 0.00
O -0.1637 -0.0559 3.0363 0.02
O -1.0759 0.2127 4.8996 0.00
H 1.5350 -1.4200 4.1232 0.00
H 0.0950 -2.1192 4.9560 0.00
H 1.0644 -0.8903 5.7747 0.00
```

Charge: -1
⟨S²⟩: 20.041
Energy: -162240.7026 eV
Gap between HOMO and LUMO (alpha / beta): 4.4 / 6.4 eV
Lowest unoccupied orbital energy (alpha / beta): 0.41 / 0.34 eV
Largest force on an atom: 6.36 eV/A
Multiplicity: 9
HOMO energy (alpha / beta): -4.0 / -6.0 eV

***

(3)
Here is a cluster of 3 separate species, C5H19N2O2 in total in a non-equilibrium geometry from the OMol25 dataset. Energies are from ωB97M-V/def2-TZVPD.

Geometry as XYZ:
```
28
Properties=species:S:1:pos:R:3:lowdin_spin:R:1
C 1.2139 -0.8383 -2.5565 0.14
C 0.2710 -1.4035 -1.4060 0.11
C 0.4625 -0.8878 0.0286 0.01
C -0.6080 0.1759 0.4533 0.01
N -0.5517 1.5818 -0.0248 0.01
C -1.3983 2.5287 0.8121 0.00
N 0.9428 0.5474 -2.7568 0.63
H 1.0350 -1.3463 -3.4997 0.04
H 2.2790 -0.8988 -2.3347 0.01
H -0.7249 -1.3268 -1.8421 0.00
H 0.3960 -2.4840 -1.3713 0.01
H 1.4075 -0.4038 0.2607 0.00
H 0.2747 -1.7469 0.6610 0.00
H -0.5883 0.1565 1.5341 0.00
H -1.5530 -0.2730 0.1554 0.00
H 0.3832 1.9681 0.1122 0.00
H -0.8522 3.4570 0.7976 0.00
H -1.4843 2.1814 1.8338 0.00
H -2.3763 2.5703 0.3621 0.00
H -0.7492 1.6274 -1.0200 0.01
H 0.3859 0.7586 -3.5961 0.02
H 1.7662 1.1516 -2.8040 0.02
H 1.4016 -0.9535 3.4040 0.00
H 2.5310 0.0118 2.8345 0.00
O 1.6439 -0.3351 2.7126 0.00
H -2.1357 -1.3706 2.8757 0.00
H -1.5291 -2.6606 2.3165 0.00
O -1.8432 -1.7875 2.0577 0.00
```

Charge: +2
⟨S²⟩: 0.754
Energy: -12549.3596 eV
Gap between HOMO and LUMO (alpha / beta): 10.9 / 5.3 eV
Lowest unoccupied orbital energy (alpha / beta): -6.80 / -12.39 eV
Largest force on an atom: 2.81 eV/A
Multiplicity: 2
HOMO energy (alpha / beta): -17.7 / -17.7 eV

***

(4)
Here is a cluster of 4 separate species, C5H19N2O3 in total in a non-equilibrium geometry from the OMol25 dataset. Energies are from ωB97M-V/def2-TZVPD.

Geometry as XYZ:
```
29
Properties=species:S:1:pos:R:3:lowdin_charge:R:1
C 0.2745 1.4774 -0.9845 -0.15
C 1.3923 0.5185 -0.6012 -0.17
C 0.9227 -0.7611 -0.0011 -0.41
C 1.6798 -1.2545 1.0151 0.03
C -1.1676 -1.2956 -1.4003 -0.07
N -0.3066 -1.3348 -0.1641 -0.04
N -0.3609 2.1021 0.2406 0.16
H -0.4843 0.8702 -1.5204 0.10
H 0.6815 2.3862 -1.4844 0.14
H 2.0564 0.2583 -1.5626 0.15
H 2.1543 1.0513 -0.0064 0.13
H 1.6519 -2.2286 1.4948 0.07
H 2.5481 -0.8259 1.3980 0.03
H -1.6758 -2.2388 -1.7626 0.11
H -0.5244 -1.1299 -2.1913 0.02
H -1.9791 -0.4810 -1.2991 0.10
H -0.4538 -2.1918 0.4254 0.14
H 0.3414 2.7855 0.7045 0.21
H -1.1475 2.8229 0.0656 0.20
H -0.7513 1.2933 0.7265 0.11
H -1.9481 0.7276 2.7169 -0.01
H -3.3378 1.5318 2.5693 0.11
O -2.3636 1.4834 2.2251 -0.14
H -1.1187 -1.3990 2.1720 0.03
H -0.6463 -0.5815 3.6176 0.08
O -1.1995 -0.7677 2.8655 -0.02
H 2.0239 -0.5557 -3.6882 -0.02
H 2.0416 -1.4974 -2.6347 0.00
O 1.6968 -0.7651 -2.9361 0.11
```

Charge: +1
Energy: -14606.4171 eV
Gap between HOMO and LUMO: 8.2 eV
Lowest unoccupied orbital energy: -2.97 eV
Largest force on an atom: 9.00 eV/A
HOMO energy: -11.2 eV
Energy above the lowest of the compared OMol25 structures with the same formula, charge and spin: 426.8 kJ/mol

***

Question: Which value of largest force on an atom does entry 3 give?
Answer: 2.81 eV/A